(1)
C20H43BF9N2O6S | wB97M-V/def2-TZVPD

Structure (ORCA input):
```
! RIJCOSX wB97M-V def2-TZVPD def2/J DEFGRID3
* xyz -1 1
F -3.000 0.622 4.650
C -2.772 1.473 3.448
F -3.474 0.738 2.326
C -3.587 2.933 3.526
C -5.051 2.739 4.298
C -5.990 4.075 4.141
C -7.450 3.970 4.916
C -8.100 2.438 4.756
C -9.619 2.195 5.344
O -10.238 1.693 4.079
B -9.429 1.830 2.820
O -8.072 2.296 3.265
C -1.218 1.610 2.973
F -1.152 2.630 1.864
F -0.855 0.299 2.315
S 0.047 1.922 4.297
F -0.101 0.373 5.011
F 1.301 1.364 3.213
F 0.301 3.499 3.584
F -1.042 2.676 5.377
F 1.302 2.256 5.426
H -2.989 3.756 4.107
H -3.715 3.343 2.416
H -4.768 2.560 5.441
H -5.522 1.758 3.834
H -6.173 4.358 3.015
H -5.432 4.997 4.635
H -8.220 4.683 4.361
H -7.323 4.272 6.058
H -7.411 1.719 5.383
H -9.552 1.221 5.996
H -10.165 3.074 5.914
H -9.933 2.710 2.210
H -9.197 0.812 2.251
C 4.835 0.914 -3.945
O 3.721 1.729 -3.605
C 2.547 0.976 -3.274
C 2.237 1.084 -1.770
N 3.226 0.359 -0.968
C 3.161 0.657 0.467
C 3.423 2.112 0.906
O 4.769 2.548 0.708
C 5.055 3.001 -0.608
H 5.613 1.560 -4.362
H 5.241 0.420 -3.061
H 4.564 0.169 -4.700
H 2.621 -0.071 -3.596
H 1.720 1.432 -3.827
H 1.243 0.668 -1.577
H 2.220 2.147 -1.515
H 4.161 0.600 -1.296
H 3.911 0.019 0.951
H 2.184 0.336 0.850
H 3.258 2.154 1.989
H 2.713 2.822 0.470
H 4.193 3.477 -1.085
H 5.422 2.172 -1.214
H 5.862 3.737 -0.548
C 3.612 -3.546 -1.826
O 3.935 -3.138 -3.148
C 5.125 -3.754 -3.658
C 4.782 -4.764 -4.768
N 4.109 -5.946 -4.225
C 3.501 -6.805 -5.247
C 2.385 -6.196 -6.120
O 1.179 -5.906 -5.409
C 1.184 -4.661 -4.724
H 2.816 -2.895 -1.454
H 3.243 -4.573 -1.814
H 4.476 -3.451 -1.159
H 5.725 -4.217 -2.863
H 5.726 -2.952 -4.098
H 5.705 -5.073 -5.269
H 4.152 -4.247 -5.497
H 3.371 -5.645 -3.589
H 3.079 -7.667 -4.717
H 4.294 -7.195 -5.897
H 2.112 -6.952 -6.865
H 2.721 -5.325 -6.693
H 1.774 -3.899 -5.240
H 1.542 -4.802 -3.703
H 0.151 -4.307 -4.655
*
```

Computed properties:
Electronic energy   -72662.401 eV

Löwdin atomic charge list, values in e, 8 entries:
1 F 0.001
2 C -0.210
3 F -0.012
4 C -0.096
5 C -0.187
6 C -0.211
7 C -0.155
8 C -0.281

(2)
C5H8 | wB97M-V/def2-TZVPD

Structure (ORCA input):
```
! RIJCOSX wB97M-V def2-TZVPD def2/J DEFGRID3
* xyz 0 1
C -1.560 -1.235 -0.014
C -1.733 -0.075 0.010
C -2.326 1.210 0.150
H -1.108 -2.183 -0.367
H -2.516 1.538 1.199
H -3.163 1.348 -0.457
H -1.576 1.832 -0.216
C 2.821 -0.651 0.368
C 1.863 -0.014 -0.345
H 3.218 -1.491 -0.217
H 3.095 -0.613 1.408
H 1.854 -0.381 -1.360
H 1.132 0.715 -0.159
*
```

Computed properties:
Electronic energy   -5310.931 eV
SMILES string   C#CC.C=C

Löwdin atomic charge list, values in e, 8 entries:
1 C 0.079
2 C -0.241
3 C -0.108
4 H 0.054
5 H 0.107
6 H 0.064
7 H 0.049
8 C -0.064

(3)
C4H6ClN2O | wB97M-V/def2-TZVPD

Structure (ORCA input):
```
! RIJCOSX wB97M-V def2-TZVPD def2/J DEFGRID3
* xyz 1 1
C -1.839 -1.372 -0.383
C -0.663 -0.499 -0.163
N -0.710 0.699 -0.785
C 0.166 1.604 -0.387
N 1.198 1.330 0.375
C 1.473 -0.121 0.676
Cl 2.695 -0.717 -0.443
O 0.305 -0.875 0.627
H -2.105 -1.373 -1.392
H -2.621 -0.940 0.152
H -1.508 -2.425 -0.395
H 0.105 2.595 -0.602
H 1.698 2.111 0.765
H 1.805 -0.017 1.957
*
```

Computed properties:
Electronic energy   -21786.659 eV
SMILES string   CC1=NC=[NH+][C@H](Cl)O1

Löwdin atomic charge list, values in e, 8 entries:
1 C 0.063
2 C -0.286
3 N 0.184
4 C -0.078
5 N 0.097
6 C -0.659
7 Cl 0.764
8 O 0.058

(4)
C17H25ClN2O3 | wB97M-V/def2-TZVPD

Structure (ORCA input):
```
! RIJCOSX wB97M-V def2-TZVPD def2/J DEFGRID3
* xyz 0 1
C 3.571 3.687 1.631
C 2.927 3.034 0.406
C 1.761 3.889 -0.107
N 2.597 1.647 0.693
C 1.554 1.372 1.645
C 0.121 1.381 1.062
N 0.177 1.133 -0.364
C -1.116 0.975 -1.004
C -1.926 -0.212 -0.528
C -2.723 -0.062 0.616
C -3.389 -1.158 1.102
C -3.297 -2.403 0.479
C -2.548 -2.578 -0.656
C -1.866 -1.459 -1.139
Cl -0.964 -1.689 -2.597
O -4.058 -3.312 1.160
C -4.638 -2.601 2.234
O -4.212 -1.255 2.191
C 1.170 0.128 -0.670
C 2.565 0.744 -0.447
C 3.616 -0.365 -0.263
C 5.035 0.203 -0.291
O 5.355 0.821 -1.516
H 4.026 4.632 1.345
H 2.838 3.888 2.408
H 4.341 3.038 2.039
H 3.691 2.992 -0.378
H 2.140 4.821 -0.519
H 1.073 4.128 0.700
H 1.217 3.354 -0.880
H 1.754 0.377 2.060
H 1.620 2.084 2.467
H -0.361 2.352 1.213
H -0.473 0.618 1.596
H -0.940 0.901 -2.080
H -1.682 1.890 -0.808
H -2.824 0.899 1.092
H -2.489 -3.529 -1.156
H -5.735 -2.644 2.154
H -4.325 -3.056 3.188
H 1.076 -0.164 -1.715
H 1.048 -0.778 -0.051
H 2.833 1.312 -1.343
H 3.499 -1.106 -1.059
H 3.458 -0.861 0.695
H 5.758 -0.596 -0.068
H 5.128 0.983 0.465
H 5.227 0.181 -2.225
*
```

Computed properties:
Electronic energy   -39678.787 eV
SMILES string   CC(C)N1CCN(Cc2cc3c(cc2Cl)OCO3)C[C@@H]1CCO

Löwdin atomic charge list, values in e, 8 entries:
1 C -0.058
2 C -0.407
3 C -0.049
4 N -0.116
5 C -0.139
6 C -0.165
7 N -0.158
8 C -0.160

Question: Look up the electronic energy of the fourth one.
Answer: -39678.787 eV

Question: Which of these has the lowest electronic energy?
Answer: C20H43BF9N2O6S

Question: Look up the electronic energy of the second one.
Answer: -5310.931 eV

Question: The lowest electronic energy belongs to which entry?
Answer: C20H43BF9N2O6S